DFT (ωB97M-V with the def2-TZVPD basis set) results for a cluster of 3 separate species, C29H49BrCl2N5O4S in total in a non-equilibrium geometry.

Summary:
E_tot: -152418.2915 eV
HOMO energy (spin up / spin down): -9.8 / -10.8 eV
2S+1: 3
charge: +1
Kohn-Sham gap (spin up / spin down): 5.74 / 6.71 eV

Geometry (Å):
C  5.986  -2.672  2.369
C  5.983  -1.258  1.777
O  4.732  -0.902  1.210
C  3.771  -0.604  2.187
C  2.500  -0.137  1.473
O  1.338  -0.953  1.752
C  0.760  -0.815  2.928
N  1.357  -0.982  4.167
C  0.452  -0.812  5.139
Br  0.803  -0.979  6.930
N  -0.702  -0.534  4.544
N  -1.889  -0.283  5.238
C  -1.934  0.828  5.791
S  -1.949  2.170  6.521
C  -0.554  -0.539  3.166
C  -1.629  -0.281  2.220
Cl  -1.387  1.040  1.138
C  -2.757  -1.001  2.188
C  -3.085  -2.168  3.052
Cl  -3.995  -0.589  1.077
H  6.924  -3.191  2.191
H  5.836  -2.646  3.450
H  5.155  -3.245  1.955
H  6.741  -1.173  1.002
H  6.266  -0.542  2.557
H  4.147  0.156  2.881
H  3.530  -1.531  2.731
H  2.261  0.899  1.714
H  2.685  -0.220  0.408
H  2.321  -1.204  4.369
H  -3.939  -1.919  3.683
H  -2.260  -2.477  3.689
H  -3.394  -3.000  2.422
C  4.900  -3.943  -3.785
C  3.660  -4.839  -3.562
C  2.439  -4.238  -4.264
C  1.877  -2.998  -3.569
C  1.606  -3.280  -2.092
C  2.821  -3.847  -1.357
N  3.388  -5.012  -2.099
O  2.682  -6.071  -1.882
C  3.872  -2.743  -1.154
C  2.415  -4.291  0.045
C  3.986  -6.193  -4.180
H  5.447  -4.274  -4.667
H  4.648  -2.896  -3.951
H  5.588  -4.002  -2.942
H  1.651  -4.995  -4.318
H  2.713  -4.000  -5.294
H  2.560  -2.151  -3.679
H  0.948  -2.701  -4.058
H  1.282  -2.365  -1.587
H  0.775  -3.988  -2.014
H  4.791  -3.152  -0.731
H  3.488  -2.009  -0.456
H  4.126  -2.202  -2.062
H  1.590  -5.000  0.028
H  2.092  -3.414  0.613
H  3.254  -4.754  0.568
H  4.833  -6.661  -3.676
H  4.247  -6.046  -5.228
H  3.142  -6.877  -4.140
C  -4.684  5.593  -2.867
C  -5.487  5.832  -1.567
C  -4.867  6.983  -0.769
C  -3.548  6.619  -0.087
C  -3.703  5.355  0.758
C  -4.290  4.179  -0.023
N  -5.537  4.587  -0.736
O  -6.533  4.617  0.083
C  -3.242  3.629  -1.008
C  -4.599  3.029  0.926
C  -6.899  6.213  -1.994
H  -5.111  6.174  -3.682
H  -3.639  5.890  -2.786
H  -4.722  4.546  -3.168
H  -5.578  7.308  -0.003
H  -4.722  7.832  -1.439
H  -2.755  6.489  -0.829
H  -3.232  7.446  0.551
H  -2.736  5.058  1.171
H  -4.351  5.578  1.612
H  -3.682  2.872  -1.659
H  -2.436  3.150  -0.450
H  -2.785  4.389  -1.635
H  -5.258  3.325  1.740
H  -3.676  2.660  1.372
H  -5.069  2.201  0.394
H  -7.378  5.397  -2.538
H  -6.845  7.080  -2.652
H  -7.528  6.476  -1.147

Cartesian forces (eV/Å) of the 3 atoms listed first:
-0.38 0.24 0.33
0.54 -0.35 0.32
0.07 0.50 0.18